[1]
Molecular formula: C2H7N3O
Method: DFT, wB97M-V/def2-TZVPD

```
13
Properties=species:S:1:pos:R:3:forces:R:3
C -0.073505 0.905658 0.430670 1.1567 5.4534 3.0503
H 0.825886 -1.801836 -0.721732 -0.4063 -2.4522 -0.4998
C 0.974975 -0.228501 0.095159 0.0110 4.4365 -0.6105
H 2.569118 0.746095 0.156401 0.9381 3.4402 0.9292
H -1.555861 -0.081807 -0.195182 -0.5619 4.3395 -1.3889
H 0.286175 2.130528 0.487857 0.1171 -3.6076 -0.1933
O -0.823305 -1.677889 0.465094 -2.7683 -1.4794 -0.7870
H -0.482034 0.818069 1.475163 1.0822 -0.4070 -0.5481
N -1.331394 1.047218 -0.282452 0.2635 -3.7656 -2.0216
N 0.088662 -1.187322 -0.439518 4.1863 -0.1826 -1.2090
H -1.660482 -1.881172 -0.119637 2.3286 0.3556 1.6746
H -1.119098 1.351690 -1.306747 -0.6564 -1.3080 2.1435
N 2.300869 -0.140728 -0.045071 -5.6905 -4.8228 -0.5395
```
Positions in Å, forces in eV/Å.

LUMO   0.442 eV
Total charge   0
Kohn-Sham gap   9.83 eV

[2]
Molecular formula: H80O40
Method: DFT, wB97M-V/def2-TZVPD

```
120
Properties=species:S:1:pos:R:3:forces:R:3
O 0.771359 1.028880 4.987889 -0.1617 0.0914 3.1710
H -2.098534 -1.813441 2.059826 0.0247 1.1513 -0.3097
H 1.723006 4.562457 1.708509 0.7559 0.2111 1.3880
H -3.767718 -5.342854 -1.036887 -0.0120 1.4322 -1.0542
O -2.201080 -6.329286 0.780561 -1.6395 0.1586 -1.4950
O 1.936471 -1.240059 -5.679821 1.7077 1.9422 0.5327
H -1.444818 2.876382 0.936669 -0.1986 0.8111 0.0944
H 0.143263 -0.075245 3.633975 -0.2125 0.6928 0.3077
H -4.254581 -3.044570 2.723723 -0.1011 -1.2108 -2.4014
H -4.199379 4.398170 2.539332 -0.8165 -0.4140 0.0349
H 0.166973 2.757215 -2.557172 0.1645 0.1928 0.8802
H -4.656185 0.762851 -2.014587 -0.7990 0.9568 1.2805
O 4.578650 -3.673459 -2.292676 -0.2561 -0.3300 -0.9738
H -1.993870 -0.226912 -0.712891 0.6218 -0.8688 -0.3119
H -2.336760 2.342711 3.527695 0.0755 0.2165 0.0723
H 3.600291 -4.012629 -0.205124 -0.3727 1.2917 0.3197
H 3.959468 1.071320 -4.883365 -0.6400 0.1229 -0.1699
H 0.776682 -4.517051 -0.117168 1.3686 -0.1555 -1.6222
O 0.868642 4.941876 1.571110 -2.6212 0.9128 -0.8341
H 2.146151 2.848446 -3.383705 0.3902 -0.4782 -0.7857
O -0.786390 -3.846908 -1.977666 0.3838 0.1430 -2.0123
H -0.055902 -2.356756 1.231215 1.4845 0.0046 -0.7043
H -0.675442 -1.413255 -5.267493 0.3643 0.3555 -0.9118
O 3.325628 -3.222771 0.328686 0.1130 -1.6785 1.2495
O 2.980881 0.002361 1.007254 1.1008 1.8114 -0.8411
H 5.728247 -2.255584 -1.834133 0.0064 2.0561 0.5409
H 2.201389 2.184526 3.257508 1.6100 0.5355 -1.4604
H 1.186826 4.989413 -2.317075 0.3854 -0.0814 0.1726
H 4.622154 -1.522752 -1.210721 -0.3149 0.1346 0.1529
O -1.724114 3.165572 -4.805808 -1.0981 2.7689 1.7352
H -5.119516 -2.595249 0.474077 -0.5800 0.7885 -0.7096
H -2.377039 -0.156485 1.115845 0.3157 0.4558 0.1035
O 3.735573 1.248590 -1.733080 1.3369 -1.0281 0.5205
H 2.064856 -2.290585 -1.473436 -0.3893 0.3930 -0.5797
H -3.107884 -4.003313 -1.504281 -0.1544 -0.2674 0.0018
H 1.138705 -2.493155 -0.039378 1.0801 0.6988 1.0172
O -0.214911 -2.073925 -4.774314 -1.3764 -1.2486 2.2381
H 4.750956 0.946588 3.618238 -0.2226 0.5523 -0.1843
H -0.936405 4.190632 4.106957 -0.6560 -0.3671 0.0395
O -1.934772 -2.639005 2.491559 0.7139 -1.1272 0.1901
H 1.072523 -5.062318 -1.576950 -0.3709 0.1690 0.0789
O 2.625319 -0.980514 4.376798 1.5846 -1.7933 -3.3102
H 1.254312 -0.938563 -1.914636 -0.7481 -0.6134 -0.1049
H -0.840220 -1.257847 -0.162692 -1.7541 0.5544 -0.1505
H -1.344257 -2.439206 3.232605 -0.0939 0.1574 -0.2420
H -2.319053 3.710150 2.779223 -0.2073 -0.5278 0.4201
H -4.712819 0.990555 2.086916 0.4047 -0.5101 0.6322
O -5.082688 3.982818 2.497378 0.5089 0.5646 -0.2020
H -2.307095 1.166308 2.009784 -0.0982 -1.5353 -0.8174
O -5.643001 0.760908 2.191737 -1.2242 0.1600 1.0663
H -6.286364 -1.361817 0.039575 -0.6051 -1.0194 0.4247
O 5.288076 0.207646 3.345559 0.1518 -0.6157 0.6006
H 3.458799 0.435313 -1.277676 -0.8670 0.0806 0.0156
H 3.432654 2.505956 2.155905 0.3937 -1.5508 -0.7579
H -2.847507 -5.937622 1.371791 0.1952 0.0686 0.3022
H 2.968633 -3.699774 1.130897 0.3942 0.9396 -1.1294
H -0.790474 2.236552 -0.218317 -0.4006 0.0706 -0.7995
O -1.809531 -0.392668 -2.736821 0.7145 -0.9359 -0.1042
O -2.805261 4.855563 0.503058 -0.9484 -0.5478 0.0433
H -1.112151 2.987698 -5.478335 1.2454 -1.1043 -1.5435
O -4.810037 -3.440733 0.762434 2.5416 0.3359 1.8275
H -3.689426 5.011905 0.086227 1.2392 0.0103 0.5978
H 3.169289 0.341568 -3.872546 -0.2856 0.1463 0.2278
H 3.545213 -0.802391 4.524479 0.1988 0.5966 1.0587
O -1.260647 2.013607 0.580791 0.0270 -0.3267 0.6793
H -3.964187 -3.098352 1.216232 -1.4163 -1.1713 -1.4751
O 2.822753 2.817934 2.792117 -1.9877 0.9484 2.1052
O 2.345620 3.293376 -2.572213 1.0960 0.5722 1.2301
O 5.818075 -1.439104 0.769934 1.9324 -0.3619 0.7199
O -3.853566 -4.588039 -1.686375 0.0946 -1.3113 0.7059
H -1.090035 -2.944280 -2.148336 -0.0290 -0.2032 0.3487
H 5.748614 -0.674673 0.187546 -0.8704 -0.4459 0.4565
O -3.774307 0.660566 -1.693699 0.8039 -1.9196 -1.9036
H 1.360739 -0.820852 3.072713 -1.5182 -0.1434 0.3681
O 5.433624 -1.298467 -1.680183 0.2838 -1.5756 -1.3371
H -0.695062 3.918648 5.608722 -0.9566 0.0827 0.7355
O -0.281248 4.085757 4.781417 2.9321 0.3474 0.2457
H 2.061544 -1.157709 -4.697954 -0.4181 -0.5050 -1.3283
H 4.634776 -3.115713 -3.118232 -0.5397 -1.4264 1.0117
H -5.940648 0.554214 3.119537 1.0853 0.2624 -1.5482
O -2.315032 3.299646 3.670678 -0.9819 -0.0014 -1.3530
H 4.211596 -4.574080 -2.461137 0.4841 1.2509 -0.4266
H 0.484001 5.654741 2.139880 1.8115 -1.2583 -0.3633
O 1.501739 -4.686199 -0.801697 -0.6685 -0.4650 1.1506
H -1.030962 -4.165226 -1.130767 -0.6567 0.2183 1.2547
H -2.349795 5.686585 0.633296 -0.1166 0.3984 -0.3537
H 0.826498 0.597071 5.934061 -0.2664 1.5463 -2.6923
O -6.116161 -0.465407 -0.174390 0.7507 2.6817 1.7778
O 3.031135 0.815046 -4.709324 1.5757 0.7362 0.4847
H -5.023247 3.169483 3.003356 0.0322 -0.0269 0.0464
H -1.597235 0.032355 -3.563472 0.0187 0.3024 -0.2866
H -5.955650 0.052558 0.739618 -0.6781 -1.8262 -2.4135
H 1.288509 2.224491 -5.769505 0.4140 -0.3430 0.1534
O -1.800733 -0.952592 -0.087487 1.1012 -0.3453 -0.1618
H 2.324582 -0.332838 -5.909861 -0.7369 -2.0348 0.1664
O 0.293937 -2.654240 0.352922 -2.7069 -0.4993 0.7996
O 2.091226 -1.340451 -1.691366 1.2435 0.1658 0.1186
H 5.124991 -1.721646 1.357109 -0.7421 0.6211 -0.2553
H 0.732638 1.829371 -4.354389 -0.0456 0.0538 -0.9591
O 1.049502 5.745237 -1.738725 -0.6066 0.4336 -0.3511
H -1.388339 4.088422 -4.603763 -1.0406 -1.4124 0.1261
H 1.877925 -0.804545 4.877271 -0.9019 0.8779 2.0962
O -4.368502 -2.771822 3.586371 -0.6221 1.3202 3.2060
H -1.389552 -6.435348 1.218592 1.4201 -0.1095 1.1782
O 0.364147 -0.870284 3.161822 1.1728 -0.9243 -1.1954
H 4.691231 1.109631 -1.598468 -0.1171 0.4526 -0.4281
H 1.696726 5.661077 -1.043218 0.1830 -0.1901 0.2718
O -2.727494 0.279783 1.931457 -0.6501 1.0558 1.4111
H -2.647991 -0.851999 -2.887259 0.1229 0.3904 0.1660
H 0.621095 -2.342118 -5.128725 0.0147 0.3953 -1.0487
O -0.097823 2.238592 -1.785275 -1.3394 -0.8568 -0.9370
H 2.982835 -0.801911 1.472822 -0.1542 -1.7040 0.8611
H 2.082099 0.240178 0.829535 -0.9142 0.0035 -0.0510
H -3.716910 -2.066201 3.655381 -0.0642 -0.1245 0.1962
O 0.611374 2.421137 -5.122754 0.4470 -0.1356 0.5302
H 0.519665 2.294683 -1.073719 1.6515 0.6048 -0.2337
H 5.431457 0.261225 2.399934 -0.0205 0.0249 -0.2511
H 0.538843 1.978702 5.151146 0.1341 -0.7659 -0.2231
H -3.290676 1.053124 -0.998008 -0.8790 1.6182 1.0454
H 3.136479 2.844641 -2.150200 -1.5371 0.3219 -0.8865
```
Positions in Å, forces in eV/Å.

LUMO   -0.612 eV
Total charge   0
Kohn-Sham gap   9.29 eV